[1]
The following is a DFT calculation (ωB97M-V/def2-TZVPD) of a structure of composition C4H6O2 in a non-equilibrium geometry.

Each line ends with the natural charge from an NBO analysis.
Element x y z (Å)
C 1.74 0.31 -0.18  -0.767
C 0.19 0.70 0.12  0.508
O -0.06 1.67 0.80  -0.568
C -0.66 -0.44 -0.18  -0.576
C -2.13 -0.45 0.21  0.424
O -2.92 -1.27 -0.21  -0.493
H 2.04 -0.68 -0.59  0.228
H 2.33 0.50 0.72  0.244
H 1.96 1.05 -0.94  0.247
H -0.43 -1.06 -1.04  0.258
H 0.42 -0.69 0.42  0.353
H -2.47 0.35 0.89  0.141

Lowest unoccupied orbital energy   0.3 eV
Energy above the lowest of the compared OMol25 structures with the same formula, charge and spin   309.47 kJ/mol
HOMO   -9.85 eV

=====

[2]
The following is a DFT calculation (ωB97M-V/def2-TZVPD) of the molecule C5H8O.

Each line ends with the natural charge from an NBO analysis.
Element x y z (Å)
C 1.82 0.42 0.26  -0.638
C 0.32 0.36 0.10  0.007
C -0.29 -0.97 -0.30  -0.551
C -1.80 -1.05 -0.34  0.451
O -2.58 -0.39 0.30  -0.517
C -0.46 1.43 0.26  -0.383
H 2.22 -0.26 1.02  0.212
H 2.12 1.45 0.50  0.221
H 2.30 0.17 -0.70  0.214
H -1.49 1.39 -0.04  0.217
H 0.00 -1.73 0.45  0.243
H 0.12 -1.37 -1.24  0.223
H -2.19 -1.84 -1.02  0.107
H -0.11 2.34 0.74  0.195

Lowest unoccupied orbital energy   0.9 eV
Energy above the lowest of the compared OMol25 structures with the same formula, charge and spin   123.02 kJ/mol
HOMO   -9.18 eV
SMILES   C=C(C)CC=O

=====

[3]
The following is a DFT calculation (ωB97M-V/def2-TZVPD) of a cluster of 2 separate species, C8H8BrF2NOS in total in a non-equilibrium geometry.

Each line ends with the natural charge from an NBO analysis.
Element x y z (Å)
C -1.43 -0.56 -2.99  -0.162
C -2.29 -0.64 -1.90  -0.215
C -0.10 -0.19 -2.80  -0.217
C -1.82 -0.29 -0.65  -0.174
C 0.34 0.19 -1.58  -0.182
C -0.52 0.15 -0.51  -0.295
C -0.87 0.99 3.40  -0.423
C 4.11 -0.60 0.13  0.642
N -1.07 0.45 2.08  -0.832
O 0.98 1.69 1.18  -0.894
F 4.35 -1.73 -0.59  -0.365
F 4.76 -0.70 1.24  -0.323
S 0.10 0.55 1.12  1.917
Br 1.70 -1.14 1.46  -0.285
H -1.95 -0.86 -3.84  0.218
H -3.33 -0.79 -2.19  0.224
H 0.49 0.00 -3.68  0.227
H -2.50 -0.43 0.28  0.264
H 1.45 0.46 -1.37  0.262
H -1.73 0.79 4.12  0.213
H -0.82 1.97 3.29  0.196
H 0.16 0.68 3.79  0.203

Lowest unoccupied orbital energy   -0.7 eV
HOMO   -9.49 eV

=====

[4]
The following is a DFT calculation (ωB97M-V/def2-TZVPD) of the molecule C14H21BrClN2O2P in a non-equilibrium geometry.

Each line ends with the natural charge from an NBO analysis.
Element x y z (Å)
C -0.24 -2.54 2.50  -0.612
C -0.18 -1.02 2.14  -0.713
P -0.21 -0.68 0.29  0.818
C -1.10 -2.17 -0.44  -0.723
C -0.02 -3.28 -0.73  -0.624
C -1.33 0.79 -0.09  -0.422
C -2.77 0.28 0.14  0.279
N -3.76 -0.14 0.43  -0.331
C -1.13 1.91 1.01  -0.428
C 0.35 2.28 1.28  -0.101
O 0.72 1.96 2.65  -0.565
C 2.09 1.90 2.77  0.665
O 2.72 1.00 2.37  -0.526
C -1.21 1.35 -1.59  -0.057
Cl -2.87 1.20 -2.37  0.007
C -0.90 2.84 -1.63  0.266
N -0.45 3.86 -1.49  -0.285
C -0.24 0.60 -2.55  -0.475
C 1.28 0.96 -2.39  -0.206
C 2.20 -0.29 -2.06  -0.631
Br 1.92 1.60 -4.18  -0.031
H -1.16 -3.04 2.15  0.210
H -0.27 -2.61 3.61  0.224
H 0.64 -3.12 2.18  0.213
H 0.78 -0.63 2.52  0.254
H -1.01 -0.54 2.70  0.228
H -1.57 -1.92 -1.41  0.238
H -1.92 -2.50 0.23  0.237
H 0.09 -3.53 -1.80  0.220
H 0.97 -2.95 -0.34  0.212
H -0.25 -4.20 -0.14  0.221
H -1.51 1.45 1.95  0.255
H -1.79 2.78 0.84  0.247
H 0.47 3.39 1.19  0.208
H 1.07 1.81 0.58  0.201
H 2.59 2.75 3.28  0.123
H -0.34 -0.50 -2.53  0.245
H -0.53 0.91 -3.57  0.264
H 1.49 1.74 -1.64  0.221
H 2.40 -0.24 -0.97  0.235
H 1.65 -1.22 -2.29  0.207
H 3.15 -0.24 -2.62  0.231

Lowest unoccupied orbital energy   0.4 eV
HOMO   -8.85 eV
SMILES   CCP(CC)[C@@](C#N)(CCOC=O)[C@@](Cl)(C#N)C[C@@H](C)Br

=====

[5]
The following is a DFT calculation (ωB97M-V/def2-TZVPD) of the ion C4H6N5 with charge +1 in a non-equilibrium geometry.

Each line ends with the natural charge from an NBO analysis.
Element x y z (Å)
C -0.96 1.67 0.88  0.334
C 1.10 -0.30 0.84  0.191
C 1.34 -0.44 -1.51  0.266
C -0.29 -1.04 0.83  -0.390
N -0.26 2.26 1.52  -0.178
N 1.74 -0.25 -0.22  -0.320
N -1.22 -0.35 0.01  0.093
N 0.26 0.10 -1.77  -0.620
N -1.68 0.84 0.18  -0.302
H 1.42 0.18 1.71  0.236
H 2.20 -0.97 -2.01  0.230
H -0.30 -2.08 0.47  0.280
H -0.56 -1.04 1.94  0.304
H -0.22 0.29 -2.71  0.425
H -2.56 1.12 -0.16  0.450

Lowest unoccupied orbital energy (spin up / spin down)   -6.7 / -6.7 eV
Energy above the lowest of the compared OMol25 structures with the same formula, charge and spin   512.48 kJ/mol
HOMO (spin up / spin down)   -14.60 / -14.60 eV
Charge   +1
SMILES   [H]/N=C/N=C\C/N=[NH+]\C#N

=====

[6]
The following is a DFT calculation (ωB97M-V/def2-TZVPD) of a cluster of 2 separate species, C2H3NO2 in total in a non-equilibrium geometry.

Each line ends with the natural charge from an NBO analysis.
Element x y z (Å)
C 0.48 -1.00 0.17  0.165
C 1.26 0.07 0.20  -0.354
N -0.50 -1.60 0.11  -0.240
O -1.72 0.13 -0.06  -0.277
O -1.06 1.22 0.31  -0.228
H 1.74 0.26 1.10  0.223
H 1.59 0.60 -0.80  0.241
H -1.80 0.32 -1.03  0.472

Lowest unoccupied orbital energy (spin up / spin down)   -1.1 / -0.7 eV
Energy above the lowest of the compared OMol25 structures with the same formula, charge and spin   689.35 kJ/mol
HOMO (spin up / spin down)   -10.63 / -9.46 eV